1.
Entry from the Open Molecules 2025 dataset: a structure of composition C44H51NO4P2STi in a non-equilibrium geometry (the ωB97M-V functional and the def2-TZVPD basis).

Last column: Löwdin spin population.
Geometry (Å):
1 Ti 1.734548 0.166121 -0.207785  0.945
2 C 5.492585 1.017650 1.690804  0.000
3 C 4.441458 -0.064289 1.550742  0.003
4 O 3.728592 0.025267 0.286181  0.010
5 C 4.429889 -0.295902 -0.942483  0.007
6 C 3.351328 -0.279847 -2.016308  0.006
7 H 5.939272 0.903636 2.667257  0.000
8 H 5.060828 2.014518 1.605312  0.000
9 H 6.292368 0.919158 0.965421  0.000
10 H 3.657781 0.020172 2.301448  0.001
11 H 4.875033 -1.057906 1.620620  0.000
12 H 4.877176 -1.279991 -0.819120  0.000
13 H 5.194106 0.474422 -1.107806  0.001
14 H 2.655339 -1.124336 -1.918528  0.002
15 H 3.776833 -0.389142 -3.010389  0.000
16 H 2.827986 0.697143 -2.060495  0.002
17 C 2.077257 3.441440 1.838514  0.000
18 C 2.071122 3.259861 0.347952  0.000
19 N 2.172267 4.316145 -0.412453  0.000
20 O 1.974175 2.113355 -0.207503  -0.001
21 H 2.050912 4.484765 2.147118  0.000
22 H 2.997199 3.011322 2.248090  0.000
23 H 1.222600 2.900018 2.268971  0.000
24 H 2.201836 5.241454 0.015748  0.000
25 H 2.087995 4.247086 -1.425516  0.000
26 C -2.396423 -2.854528 1.666409  0.000
27 O -1.389129 -2.284030 0.841434  0.000
28 H -2.485999 -3.934636 1.538180  0.000
29 H -3.366386 -2.408771 1.503982  0.000
30 H -2.120446 -2.644213 2.689633  0.000
31 H -1.612605 -2.488829 -0.079741  0.000
32 O 1.476232 -1.628386 0.409181  -0.008
33 S 1.833283 -2.741902 1.501370  0.000
34 C 3.354303 -3.482246 0.923312  0.000
35 C 3.670046 -3.797709 -0.396745  0.000
36 C 4.846197 -4.484009 -0.678821  0.000
37 C 5.680941 -4.945409 0.354186  0.000
38 C 5.336247 -4.648251 1.665963  0.000
39 C 4.198809 -3.918641 1.942740  0.000
40 C 0.746291 -4.152760 1.261647  -0.001
41 C 0.384807 -4.798510 2.439192  0.000
42 C -0.321538 -6.001258 2.399292  0.000
43 C -0.737415 -6.542021 1.188037  0.000
44 C -0.324516 -5.917266 0.013342  0.000
45 C 0.409251 -4.736348 0.042536  0.000
46 H 3.062212 -3.482878 -1.236615  0.000
47 H 5.077723 -4.741848 -1.704750  0.000
48 H 6.555967 -5.521272 0.136028  0.000
49 H 5.982186 -5.003657 2.470908  0.000
50 H 3.956341 -3.725733 2.982990  0.000
51 H 0.668157 -4.369687 3.387110  0.000
52 H -0.558461 -6.509419 3.319274  0.000
53 H -1.316666 -7.449670 1.171653  0.000
54 H -0.587117 -6.318663 -0.958469  0.000
55 H 0.700644 -4.274271 -0.907195  0.000
56 C -1.458910 2.480640 -0.015271  0.001
57 P -0.819909 0.789389 0.155260  -0.002
58 C -1.258565 0.413837 1.866765  -0.002
59 C -2.496991 0.533976 2.484265  0.000
60 C -2.627441 0.411477 3.883560  0.000
61 C -1.526224 0.144772 4.675327  0.000
62 C -0.268131 -0.000374 4.068506  0.000
63 C -0.171407 0.139777 2.702978  0.003
64 C -1.725298 -0.140695 -1.079319  0.002
65 C -0.965312 -0.613584 -2.156161  0.015
66 C -1.496485 -1.294141 -3.231748  0.002
67 C -2.853577 -1.548444 -3.249315  0.001
68 C -3.644441 -1.145821 -2.169850  0.000
69 C -3.091872 -0.428455 -1.096877  0.000
70 P -1.333264 3.425093 -1.592481  0.000
71 C -2.687548 2.656152 -2.615084  0.000
72 C -4.038224 2.613572 -2.230343  0.000
73 C -5.028200 2.116169 -3.065713  0.000
74 C -4.676725 1.683007 -4.341305  0.000
75 C -3.341220 1.705177 -4.737953  0.000
76 C -2.351351 2.188140 -3.877248  0.000
77 C -2.306120 4.923713 -1.131356  0.000
78 C -2.829614 5.182407 0.129891  0.000
79 C -3.714291 6.229240 0.345687  0.000
80 C -4.083156 7.039040 -0.719947  0.000
81 C -3.502740 6.838425 -1.975933  0.000
82 C -2.637772 5.798836 -2.184758  0.000
83 H -0.947868 3.063072 0.782190  0.000
84 H -2.521120 2.402165 0.278416  0.000
85 H -3.394793 0.740549 1.921105  0.000
86 H -3.596314 0.506580 4.369171  0.000
87 H -1.628068 0.056333 5.758644  0.000
88 H 0.621772 -0.218704 4.660629  0.000
89 H 0.814264 -0.018631 2.241884  0.003
90 H 0.109597 -0.367293 -2.212398  0.010
91 H -0.866349 -1.624278 -4.047389  0.000
92 H -3.326189 -2.080413 -4.075295  0.000
93 H -4.702452 -1.335587 -2.214796  0.000
94 H -3.749404 -0.093036 -0.315819  0.000
95 H -4.304522 3.066380 -1.275684  0.000
96 H -6.086132 2.101831 -2.767554  0.000
97 H -5.436077 1.318539 -5.022637  0.000
98 H -3.054543 1.299706 -5.712866  0.000
99 H -1.321167 2.223179 -4.213597  0.000
100 H -2.542832 4.560134 0.958489  0.000
101 H -4.172602 6.427952 1.306997  0.000
102 H -4.847039 7.793985 -0.586980  0.000
103 H -3.768599 7.474846 -2.800305  0.000
104 H -2.258226 5.606070 -3.185620  0.000

Atoms 1-2, force components in eV/Å:
-0.42 -0.17 0.89
-0.38 -0.18 -0.13

Values from the calculation:
max |F|	1.23	eV Å⁻¹
frontier orbital gap (spin up / spin down)	5.411 / 5.826	eV
2S+1	2
electronic energy	-108640.9691	eV
net charge	+3
highest occupied orbital energy (spin up / spin down)	-14.5 / -14.5	eV
relative energy (zero: lowest compared OMol25 entry of this formula, charge and spin)	24.0	kcal per mole

=====

2.
Entry from the Open Molecules 2025 dataset: a cluster of 14 separate species, C23H74O14 in total in a non-equilibrium geometry (the ωB97M-V functional and the def2-TZVPD basis).

Last column: Mulliken charge in e.
Geometry (Å):
1 C -2.217252 3.480514 1.537865  -0.696
2 C -1.982252 2.497514 2.636865  0.832
3 O -0.969252 3.016514 3.538865  -0.672
4 H -2.817252 3.048514 0.669865  0.154
5 H -1.245252 3.837514 1.146865  -0.218
6 H -2.672252 4.403514 1.857865  0.444
7 H -1.714252 1.562514 2.142865  -0.730
8 H -2.810252 2.188514 3.240865  0.553
9 H -0.486252 3.797514 3.218865  0.216
10 C 0.103748 -5.644486 -2.190135  -1.479
11 C -0.917252 -4.849486 -1.437135  0.366
12 O -0.361252 -4.460486 -0.211135  -0.290
13 H 0.431748 -6.589486 -1.816135  0.381
14 H 0.959748 -5.183486 -2.671135  0.256
15 H -0.418252 -5.937486 -3.108135  0.429
16 H -1.905252 -5.293486 -1.404135  0.435
17 H -1.069252 -4.001486 -2.032135  -0.194
18 H -0.936252 -4.867486 0.435865  0.199
19 C 1.729748 5.257514 2.784865  -1.681
20 C 2.333748 4.060514 2.120865  -0.124
21 O 1.279748 3.318514 1.620865  0.839
22 H 0.897748 5.599514 2.265865  0.329
23 H 2.459748 6.025514 2.737865  0.427
24 H 1.390748 5.003514 3.757865  0.405
25 H 2.984748 3.453514 2.786865  0.173
26 H 2.989748 4.326514 1.308865  0.450
27 H 1.101748 2.582514 2.237865  -0.230
28 C 2.809748 1.109514 4.487865  -1.573
29 C 1.643748 0.249514 3.874865  0.303
30 O 1.176748 0.986514 2.748865  -0.075
31 H 3.693748 1.202514 3.942865  0.335
32 H 3.066748 0.730514 5.457865  0.452
33 H 2.479748 2.164514 4.619865  0.268
34 H 0.852748 0.145514 4.649865  0.223
35 H 1.841748 -0.722486 3.542865  0.073
36 H 1.535748 0.599514 1.938865  -0.276
37 C -3.665252 1.919514 -2.026135  -0.596
38 C -3.956252 0.378514 -1.999135  0.120
39 O -2.948252 -0.026486 -2.759135  -0.515
40 H -2.846252 2.226514 -1.438135  -0.320
41 H -4.579252 2.406514 -1.751135  0.538
42 H -3.512252 2.070514 -3.102135  0.267
43 H -4.935252 0.072514 -2.465135  0.200
44 H -3.781252 -0.197486 -1.113135  -0.045
45 H -2.328252 -0.507486 -2.234135  -0.010
46 C -0.345252 -1.605486 -4.241135  0.874
47 C 0.683748 -1.102486 -5.212135  -0.321
48 O 1.041748 -2.210486 -5.922135  -0.592
49 H -0.800252 -0.945486 -3.532135  -0.672
50 H 0.337748 -2.198486 -3.631135  -0.459
51 H -1.029252 -2.263486 -4.735135  0.326
52 H 1.464748 -0.620486 -4.655135  0.291
53 H 0.186748 -0.381486 -5.845135  0.283
54 H 1.500748 -2.817486 -5.309135  0.333
55 C -0.493252 0.628514 -0.308135  1.029
56 C -0.378252 -0.828486 0.057865  0.827
57 O -0.704252 -1.622486 -0.998135  0.366
58 H -1.531252 0.901514 -0.199135  0.209
59 H -0.228252 0.737514 -1.344135  -0.346
60 H -0.130252 1.361514 0.330865  -0.983
61 H -0.988252 -1.124486 0.881865  -0.166
62 H 0.623748 -1.123486 0.274865  -0.060
63 H -0.945252 -2.537486 -0.626135  -0.454
64 C -0.564252 3.009514 -4.984135  -1.688
65 C -0.349252 2.025514 -3.855135  0.978
66 O 0.950748 1.614514 -3.732135  -0.437
67 H -0.341252 2.515514 -5.951135  0.307
68 H 0.071748 3.973514 -4.969135  0.315
69 H -1.470252 3.399514 -4.896135  0.513
70 H -1.063252 1.163514 -4.074135  0.139
71 H -0.603252 2.624514 -2.958135  -0.537
72 H 1.427748 2.288514 -3.219135  0.348
73 C 0.893748 -3.552486 2.849865  -0.365
74 C 2.364748 -3.889486 2.855865  -0.438
75 O 3.153748 -2.916486 3.520865  -0.529
76 H 0.290748 -3.336486 3.740865  0.453
77 H 0.424748 -4.405486 2.400865  0.448
78 H 0.603748 -2.769486 2.188865  -0.356
79 H 2.781748 -4.018486 1.785865  0.122
80 H 2.401748 -4.903486 3.366865  0.323
81 H 2.835748 -2.897486 4.439865  0.336
82 C -1.504252 -1.290486 3.659865  -0.408
83 O -1.359252 -1.553486 5.059865  -0.554
84 H -2.227252 -0.472486 3.527865  0.401
85 H -1.893252 -2.191486 3.143865  0.348
86 H -0.609252 -1.093486 3.170865  -0.205
87 H -1.919252 -2.298486 5.227865  0.325
88 C -3.712252 -2.644486 0.158865  -0.862
89 O -3.728252 -1.720486 1.194865  -0.535
90 H -4.722252 -2.880486 -0.208135  0.314
91 H -3.359252 -3.491486 0.503865  0.516
92 H -3.130252 -2.437486 -0.664135  0.243
93 H -3.445252 -2.080486 2.046865  0.343
94 C -0.207252 4.833514 -0.976135  -0.421
95 O 0.949748 4.098514 -0.996135  -0.512
96 H -0.323252 5.476514 -1.839135  0.375
97 H -0.191252 5.477514 -0.142135  0.285
98 H -1.110252 4.178514 -1.108135  -0.068
99 H 1.077748 3.748514 -0.116135  0.184
100 C 3.198748 0.834514 -0.600135  -0.756
101 O 3.347748 0.391514 0.698865  -0.491
102 H 3.660748 1.818514 -0.730135  0.367
103 H 2.128748 0.709514 -0.867135  0.012
104 H 3.707748 0.297514 -1.321135  0.575
105 H 3.975748 0.982514 1.083865  0.257
106 C 2.456748 -2.725486 -1.322135  0.243
107 O 3.867748 -2.628486 -1.292135  -0.581
108 H 1.910748 -1.813486 -1.180135  -0.122
109 H 2.050748 -3.298486 -0.527135  -0.003
110 H 2.084748 -3.161486 -2.232135  0.031
111 H 4.259748 -2.678486 -0.406135  0.339

Atoms 1-2, force components in eV/Å:
-0.44 0.23 -1.60
1.42 0.49 -0.10

Values from the calculation:
max |F|	5.52	eV Å⁻¹
frontier orbital gap	9.380	eV
electronic energy	-53707.1348	eV
net charge	0
highest occupied orbital energy	-9.4	eV
relative energy (zero: lowest compared OMol25 entry of this formula, charge and spin)	168.3	kcal per mole

=====

> net charge of number 2 (C23H74O14)?

0